(1)
Computed, not measured: a cluster of 2 separate species, C6H9F2N2 in total at a distorted geometry, with wB97M-V/def2-TZVPD.

Values from the calculation:
Charge: +1
HOMO level (spin up / spin down), eV: -13.14 / -13.14
Maximum force, eV/A: 5.26
Orbital gap (spin up / spin down), eV: 7.246 / 7.244
Multiplicity: 1
Relative energy (zero: lowest compared OMol25 entry of this formula, charge and spin), kcal per mole: 110.1

Structure (XYZ):
```
19
C6H9F2N2 (wB97M-V/def2-TZVPD)
C 0.650 -0.643 -0.104
C 1.790 0.134 -0.041
C -0.631 -0.043 0.049
C -3.634 -0.191 0.135
C 3.127 -0.656 -0.093
C 1.954 1.560 -0.218
N -1.533 -0.774 -0.375
N -4.680 -0.931 0.161
F -0.690 1.124 0.675
F -3.718 1.100 0.335
H 0.825 -1.635 -0.204
H 3.915 -0.205 -0.595
H 3.086 -1.638 -0.388
H 3.686 -0.668 0.870
H 1.827 2.267 0.742
H 1.179 1.865 -0.880
H 3.009 1.905 -0.318
H -4.583 -1.867 -0.212
H -5.578 -0.703 0.461
```

Here are the Löwdin charges for atoms 1 to 2, given in e:
1 C 0.007
2 C -0.220


(2)
Computed, not measured: the ion C6H9F2N2O with charge +1 at a distorted geometry, with wB97M-V/def2-TZVPD.

Values from the calculation:
Charge: +1
HOMO level, eV: -12.86
Maximum force, eV/A: 6.75
Orbital gap, eV: 8.853
Multiplicity: 1
Relative energy (zero: lowest compared OMol25 entry of this formula, charge and spin), kcal per mole: 93.8

Structure (XYZ):
```
20
C6H9F2N2O (wB97M-V/def2-TZVPD)
C -2.714 -0.743 -0.442
C -1.438 1.101 0.890
C -1.651 -1.533 -0.489
C -2.498 0.802 -0.051
C 0.158 -0.420 0.188
C 1.935 0.764 -1.153
N -0.298 0.545 0.963
N 0.616 -1.581 1.192
O 0.953 -0.431 -0.882
F -1.418 -2.784 -0.634
F -3.765 1.190 0.469
H -3.775 -0.960 -0.516
H -1.506 1.903 1.635
H -2.420 1.316 -1.048
H 2.512 1.129 -0.258
H 1.339 1.585 -1.544
H 2.605 0.378 -1.972
H -0.030 -1.561 2.029
H 1.542 -1.383 1.621
H 0.669 -2.515 0.724
```

Here are the Löwdin charges for atoms 1 to 2, given in e:
1 C 0.034
2 C -0.003


(3)
Computed, not measured: an isolated molecule of C6H9F2NOS at a distorted geometry, with wB97M-V/def2-TZVPD.

Values from the calculation:
Charge: 0
HOMO level (spin up / spin down), eV: -8.81 / -8.81
Maximum force, eV/A: 4.59
Orbital gap (spin up / spin down), eV: 8.191 / 8.192
Multiplicity: 1
Relative energy (zero: lowest compared OMol25 entry of this formula, charge and spin), kcal per mole: 77.4

Structure (XYZ):
```
20
C6H9F2NOS (wB97M-V/def2-TZVPD)
C -1.410 0.910 -0.135
C 1.269 1.105 0.062
C 0.709 -0.231 -0.063
C 2.145 1.686 -0.925
C 1.111 -1.299 0.875
C -3.100 -1.276 0.143
N -0.873 2.005 -0.406
O -0.696 -0.275 0.072
F 1.518 1.550 1.283
F 0.920 -0.709 -1.350
S -3.174 0.630 0.066
H 2.335 2.822 -0.753
H 1.665 1.727 -1.835
H 3.023 1.048 -0.992
H 1.907 -2.040 0.527
H 0.289 -1.896 1.217
H 1.450 -0.837 1.890
H -3.966 -1.725 0.507
H -2.242 -1.756 0.697
H -2.880 -1.439 -0.879
```

Here are the Löwdin charges for atoms 1 to 2, given in e:
1 C -0.801
2 C -0.237